(1)
The following is a quantum chemistry calculation of C34H37AsN5O5S2Y as an isolated structure, from OMol25.

Properties
maximum force = 1.7 eV/A
lowest unoccupied orbital energy = -0.49 eV
energy relative to the best compared isomer or geometry (same formula, charge and spin) = 3.143 eV
net charge = 0
energy = -5038.3605 Ha
HOMO-LUMO gap = 5.92 eV

Element x y z (Å)
C: -2.7237 -0.0141 -1.6375
N: -1.4161 2.8785 1.0684
C: 2.9904 -2.5416 0.6537
Y: 0.4704 -0.7830 -0.3010
H: -2.4980 -1.8382 -2.6847
O: -1.9583 -0.4116 -0.7645
H: -1.2010 -3.5854 -2.3448
H: -1.3933 5.1366 2.6690
H: 0.0242 -6.9300 0.4150
H: 6.0659 5.1897 0.1544
O: 1.9070 0.8756 -0.5713
C: -1.7405 -3.9942 2.9483
N: 3.5485 -0.3503 0.4709
H: -2.8121 -0.7838 3.1217
H: 7.0002 3.0481 0.9666
H: 1.8152 0.1251 -5.0311
H: -2.4234 -1.6600 4.6287
C: -1.6759 -4.0799 -1.5004
C: 2.5555 -4.8633 1.2577
H: -5.9642 3.0386 -2.8661
C: 5.2235 1.9308 0.5378
C: -3.3910 3.6145 -0.7334
H: -1.4468 -0.2387 4.1167
H: -1.8650 -3.3489 -0.7134
C: 0.5341 0.1301 -3.3359
S: -0.7712 2.9878 3.5794
C: 3.0634 0.7579 -0.0274
H: 1.2975 -3.3252 3.1919
C: 4.1687 4.3355 -0.3724
H: 2.1626 2.6309 -4.8704
H: 1.3924 -1.5549 3.4248
N: 2.6098 -1.3706 0.3105
H: -2.9585 4.3706 -0.0950
C: -2.0116 -1.1066 3.7852
H: -4.8493 0.8631 -3.0022
H: -2.6131 -4.5347 -1.8196
C: -3.1398 -0.9650 -2.7250
C: 3.3999 3.1794 -0.4147
H: 2.1035 -6.8905 1.7992
N: -1.4108 2.2513 -0.2351
S: 0.2522 0.8447 1.9771
H: 5.6173 0.9864 0.8887
H: 3.9839 -2.6431 1.0912
C: -5.0680 2.8515 -2.2903
H: -2.7253 -3.9231 2.4903
C: 5.9898 3.0851 0.5784
H: 3.7550 5.2729 -0.7239
C: 0.6488 -6.0451 0.4563
H: 0.3538 -0.9436 -3.3798
H: -1.1406 -4.7234 2.4042
C: 0.2516 -4.9599 -0.3035
C: -1.8453 4.4093 3.3400
C: -3.2776 1.3537 -1.6188
C: -4.4334 1.6360 -2.3698
C: 1.0222 -3.7721 -0.3212
H: -1.2286 1.2454 -0.2077
H: -3.0656 -0.4971 -3.7076
H: -4.1755 -1.2799 -2.5760
C: 1.5254 2.1169 -4.1604
H: -1.9717 4.8512 4.3279
H: -5.0573 4.7875 -1.3440
H: 1.0417 3.8902 -3.0940
C: -2.7411 2.3895 -0.8559
As: -0.9008 -2.2933 2.7899
C: 0.9083 2.8186 -3.1816
C: 1.8055 -6.0183 1.2331
H: 3.4595 -4.8014 1.8538
H: 2.3839 3.1902 -0.7885
H: 0.6589 -2.5786 4.6897
N: -0.1009 0.7863 -2.3268
C: 5.4645 4.2895 0.1226
C: 0.0861 2.1423 -2.2150
C: -0.7348 2.2532 1.9788
C: 1.3414 0.7140 -4.2597
O: -0.8153 -1.9704 1.1442
H: -1.8331 -4.2805 3.9949
O: -0.8886 -5.1641 -1.0245
C: -0.4942 2.8860 -1.2073
H: -0.3648 3.9417 -1.0510
C: 2.1614 -3.7404 0.5188
C: 3.9248 1.9743 0.0369
C: 0.8066 -2.4513 3.6176
C: -4.5488 3.8361 -1.4407
O: 0.7109 -2.7416 -1.0858
H: -2.8115 4.1013 2.9457

Forces on the atoms, in the same order (eV/Å):
C 0.070 -0.085 -0.149
N 0.110 -0.370 -0.027
C -0.111 -0.318 -0.069
Y -1.333 0.670 -0.879
H 0.022 -0.030 0.020
O -0.146 0.015 0.239
H 0.033 0.000 -0.030
H 0.016 -0.028 0.004
H 0.016 0.011 0.009
H -0.003 -0.007 0.004
O 0.690 -0.073 -0.043
C -0.027 -0.212 -0.022
N -0.083 -0.277 0.099
H -0.032 0.031 0.028
H -0.009 -0.001 -0.005
H 0.004 0.025 -0.001
H -0.017 0.050 0.025
C 0.005 -0.048 0.102
C -0.009 -0.048 0.026
H 0.013 0.004 0.019
C 0.019 0.012 -0.016
C 0.142 -0.104 -0.068
H -0.014 -0.005 -0.017
H 0.014 0.041 0.022
C -0.258 0.115 0.194
S 0.004 -0.026 -0.010
C 0.113 0.232 -0.022
H 0.036 0.001 0.015
C -0.014 -0.064 0.017
H -0.012 -0.011 0.004
H 0.009 0.024 0.015
N 0.742 0.112 0.411
H -0.009 0.004 -0.020
C -0.087 0.197 0.022
H 0.005 0.022 0.020
H -0.018 0.009 0.004
C -0.038 0.108 -0.069
C 0.020 0.101 0.004
H -0.004 0.010 -0.002
N -0.165 0.450 -0.663
S -0.326 0.349 0.237
H -0.006 0.018 -0.008
H 0.030 -0.072 -0.066
C 0.121 0.172 0.160
H -0.031 -0.041 0.009
C -0.034 -0.001 -0.009
H 0.006 -0.009 0.002
C 0.010 -0.059 0.064
H 0.013 -0.012 0.060
H -0.005 -0.017 0.003
C -0.039 -0.003 0.034
C -0.065 0.051 -0.013
C -0.150 -0.074 -0.185
C -0.002 -0.159 0.013
C 0.074 0.236 -0.226
H 0.078 -0.153 0.388
H 0.001 0.013 0.040
H 0.022 0.001 0.004
C 0.076 -0.008 -0.081
H -0.009 0.009 -0.022
H 0.015 -0.020 -0.009
H -0.011 -0.024 0.004
C 0.095 0.120 0.317
As 0.026 -0.058 -0.778
C 0.020 0.002 0.019
C -0.019 0.050 -0.042
H -0.013 -0.014 -0.002
H 0.016 0.003 0.003
H 0.060 -0.008 0.011
N 0.075 -0.061 0.013
C -0.010 -0.030 -0.002
C -0.102 0.054 -0.013
C 0.120 0.140 0.015
C 0.060 0.068 -0.081
O 0.172 -0.163 0.854
H -0.010 -0.032 0.000
O -0.020 -0.054 -0.196
C 0.062 -0.258 0.262
H -0.056 0.022 -0.019
C 0.217 0.218 0.176
C -0.069 -0.045 0.017
C 0.101 0.046 0.064
C -0.218 0.003 -0.124
O 0.024 -0.744 -0.109
H 0.009 0.007 0.027

(2)
The following is a quantum chemistry calculation of C34H37BClF6IN10NaO8S3 as an isolated structure, from OMol25.

Properties
maximum force = 2.6 eV/A
lowest unoccupied orbital energy = 3.33 eV
energy relative to the best compared isomer or geometry (same formula, charge and spin) = 0.958 eV
spin multiplicity = 2
expectation value of S² = 0.79
net charge = -2
energy = -5206.4130 Ha
HOMO-LUMO gap = 5.67 eV

Element x y z (Å)
C: -0.6797 2.7054 -2.8115
F: -1.9420 -1.8382 5.3039
O: -2.8983 -3.0918 -1.2457
C: -5.9733 4.0750 -0.5430
B: 2.3610 1.4423 0.9262
N: -3.5793 -1.5646 3.1044
H: 2.0718 -3.3546 3.5374
F: -4.5834 0.7590 4.1394
F: -0.4692 -3.2021 4.4729
H: 4.7105 -0.1243 0.4304
H: 0.2825 3.9697 4.2919
H: -2.0256 0.8660 3.6675
H: 1.9387 1.5371 -3.7614
C: -2.4152 3.2379 0.1578
O: -2.7180 -3.9285 3.0889
N: 2.7426 -0.0267 1.2400
H: 4.6055 1.3154 2.7111
C: 0.4453 3.2194 3.5330
H: 0.4416 -1.1809 -2.9008
O: -1.7487 -0.2487 -2.0887
H: -1.8224 1.0109 -4.9068
H: 4.5447 -2.7372 1.2096
C: 1.7158 1.6527 -2.7110
C: -3.7243 3.1476 -0.3278
C: -4.6825 4.1629 -0.0692
C: -1.2330 -2.1447 4.2060
C: 3.8996 -0.6495 0.9123
H: -3.2130 0.4525 -3.9425
C: 0.5432 2.1742 -2.1255
H: -4.3853 5.0186 0.5289
H: 3.4814 0.8375 -1.6100
H: 4.6078 -5.2632 -2.3425
H: -3.4492 1.2270 -1.2923
C: -5.4522 1.9312 -1.5505
C: 2.5125 -2.0644 1.8763
C: 1.5483 3.0653 2.7313
O: 2.9056 -8.2275 -4.4541
H: -2.1076 4.0899 0.7567
H: 6.4232 5.5371 0.7573
H: 3.4208 -3.4011 -1.3354
H: -5.7836 1.0561 -2.0962
H: 6.3625 3.4162 2.5065
Cl: -7.9888 2.8516 -1.8842
C: -2.2562 0.1750 -4.3647
C: 1.4388 -6.0956 -3.2436
C: 5.4811 5.2641 0.2791
N: -0.1096 -0.6764 -3.6018
H: -0.5631 2.6391 -3.8939
C: -6.3538 2.9593 -1.2836
N: 0.1176 1.4515 2.1691
C: 2.8691 -4.1698 -1.8640
N: 3.6659 2.2879 1.0754
C: 4.6169 2.1491 2.0257
H: 0.7873 -3.2290 2.3174
N: 1.3398 1.9950 1.9371
C: -0.4232 2.1785 3.1484
C: 1.8651 -3.2765 2.4646
H: 2.4592 3.6416 2.6836
C: 2.8296 -6.2333 -3.1441
I: -2.6357 -1.3466 -5.8214
N: 1.8262 1.5954 -0.5150
C: 3.4669 -7.3973 -3.7834
S: -2.3932 -2.5640 2.8268
H: -6.6966 4.8552 -0.3389
H: 0.1208 -0.8093 -4.5693
H: 4.7674 6.0758 0.4371
H: -0.8549 3.7505 -2.5462
H: -1.6577 2.4909 -0.0567
C: 5.4789 3.2167 1.9167
H: 0.8984 -6.8573 -3.7937
F: -6.3089 -0.1049 3.1497
C: 3.8023 -1.9595 1.3129
F: -5.3228 1.6310 2.2972
N: 1.8820 -0.9014 1.8243
N: 3.8649 3.4168 0.3556
C: -5.1273 0.4889 2.9523
Na: -1.1206 -0.3509 0.9736
H: -1.8086 2.2205 4.7680
C: -1.3339 -0.2942 -3.2455
H: -2.3750 -2.3709 -1.6230
O: -1.6958 -2.2401 1.5956
H: -2.6280 -3.0969 -0.3183
C: 3.5244 -5.2367 -2.4412
S: -4.0739 -0.6342 1.9175
H: -1.5715 2.1420 -2.5181
C: 0.7714 -5.0372 -2.6659
H: -0.3061 -4.9521 -2.7471
C: 2.4983 1.2856 -1.6418
F: -0.4641 -1.1182 3.8749
C: -4.1566 2.0280 -1.0936
C: -1.7750 1.9172 3.7209
H: -2.5456 2.4713 3.1764
O: -3.0145 0.1742 1.3456
S: 0.6444 -2.7127 -1.1950
H: 5.6479 5.1773 -0.7970
C: 4.9591 3.9780 0.8458
H: 5.1290 -6.8473 -3.0241
C: 1.4591 -4.0301 -1.9426
O: 4.8139 -7.5527 -3.5962
N: 0.6260 2.1491 -0.8036
H: 2.2333 -4.1783 1.9729
O: -5.0027 -1.2428 1.0184

Forces on the atoms, in the same order (eV/Å):
C 0.005 0.066 0.150
F 0.286 -0.039 -0.029
O -0.210 0.110 0.019
C -0.054 -0.019 -0.014
B -0.135 -0.054 -0.107
N -0.006 -0.065 -0.348
H -0.035 -0.019 -0.086
F -0.136 0.087 -0.104
F -0.008 0.122 0.183
H -0.078 0.010 0.033
H -0.002 -0.054 -0.041
H -0.057 -0.149 0.012
H -0.025 0.000 0.085
C 0.083 0.003 0.021
O -0.146 -0.046 -0.040
N 0.054 0.056 -0.016
H -0.027 0.036 -0.075
C -0.118 -0.008 0.047
H 0.071 -0.063 0.175
O 0.128 -0.118 -0.173
H -0.032 -0.037 -0.022
H -0.069 0.046 -0.016
C -0.013 0.050 -0.021
C -0.076 -0.027 -0.059
C 0.043 -0.016 0.054
C -0.287 -0.015 -0.113
C -0.147 -0.010 0.060
H -0.045 -0.006 0.031
C 0.133 0.070 -0.058
H -0.018 -0.030 -0.056
H -0.128 0.036 0.040
H 0.005 0.025 0.014
H -0.094 0.030 0.037
C -0.083 0.014 -0.019
C 0.074 0.053 -0.089
C -0.018 -0.111 -0.003
O -0.142 -0.043 -0.066
H -0.034 -0.084 -0.055
H -0.017 0.005 -0.027
H -0.002 -0.046 0.019
H 0.049 0.035 0.003
H -0.093 -0.022 -0.050
Cl -0.002 -0.005 0.012
C 0.099 0.016 -0.006
C -0.058 0.001 -0.026
C -0.039 -0.059 -0.013
N -0.043 -0.146 0.072
H 0.020 0.045 -0.016
C 0.113 0.022 0.046
N -0.075 0.408 0.444
C -0.084 -0.061 -0.047
N -0.034 -0.132 -0.059
C -0.076 0.074 -0.061
H 0.082 -0.040 -0.049
N -0.020 -0.011 -0.044
C 0.277 0.142 -0.187
C 0.018 0.090 -0.047
H -0.053 -0.087 -0.045
C 0.028 0.036 0.018
I -0.001 0.026 0.001
N 0.096 -0.080 0.154
C 0.029 0.030 0.036
S -0.119 -0.088 -0.037
H 0.031 -0.030 -0.009
H -0.074 -0.031 -0.086
H 0.035 -0.016 -0.007
H 0.008 -0.012 -0.043
H -0.104 0.101 0.072
C 0.088 0.084 -0.036
H -0.024 0.036 0.029
F 0.073 0.201 0.116
C 0.016 -0.100 0.049
F -0.064 0.072 0.011
N 0.176 0.068 -0.145
N 0.077 -0.126 0.125
C 0.124 -0.232 -0.065
Na 2.321 0.635 -0.904
H 0.000 0.024 -0.007
C -0.396 -0.041 0.115
H 0.092 -0.136 0.097
O -0.166 -1.101 0.619
H 0.102 -0.064 -0.171
C -0.042 0.045 -0.009
S -0.059 -0.082 0.205
H 0.146 0.152 -0.053
C 0.103 -0.007 0.038
H 0.032 -0.021 0.012
C -0.098 0.107 0.020
F -0.002 0.047 0.154
C 0.159 -0.023 0.099
C -0.039 0.047 -0.148
H 0.009 -0.040 0.032
O -1.696 0.438 0.406
S 0.124 0.072 -0.033
H 0.002 0.007 0.061
C -0.013 0.009 0.092
H 0.037 0.076 0.074
C 0.081 -0.053 -0.058
O 0.029 0.007 -0.004
N 0.123 -0.146 -0.048
H -0.019 0.018 0.004
O 0.055 0.062 -0.050